No. 1
The following is a DFT calculation (ωB97M-V/def2-TZVPD) of C38H25Br2Cl5CsN6O3 as an isolated structure in a non-equilibrium geometry.

Values from the calculation:
Maximum force = 2.13 eV/Å
LUMO level = 1.739 eV
Gap between HOMO and LUMO = 6.2 eV
Spin multiplicity = 1
Relative energy (zero: lowest compared OMol25 entry of this formula, charge and spin) = 0.8640 eV
Net charge = -1

Cartesian coordinates (Å):
Cs -0.0296 -0.5842 0.2809
O -5.8836 5.1067 -1.5058
C -4.9123 5.2918 -0.4868
C -3.9349 4.1490 -0.4936
C -2.8078 4.2049 0.3153
C -1.9310 3.1342 0.3153
N -2.1134 2.0455 -0.4273
C -3.1910 1.9907 -1.2063
C -4.1290 3.0190 -1.2678
C -3.3629 0.7344 -2.0139
C -4.2285 0.6674 -3.0963
C -4.3516 -0.5278 -3.7938
C -5.3129 -0.6404 -4.9454
O -6.6692 -0.6969 -4.5078
C -3.5846 -1.6053 -3.3853
C -2.7188 -1.4484 -2.3078
N -2.6222 -0.3065 -1.6334
H -6.5256 5.8168 -1.4442
H -5.3909 5.3418 0.4980
H -4.3648 6.2290 -0.6369
H -2.6070 5.0683 0.9390
H -1.0287 3.1449 0.9170
H -5.0067 2.9430 -1.8908
H -4.7949 1.5330 -3.4137
H -5.0634 -1.5140 -5.5571
H -5.2482 0.2438 -5.5810
H -6.7283 -1.3874 -3.8396
H -3.6340 -2.5546 -3.9068
H -2.0609 -2.2452 -1.9675
C -1.7767 1.5106 -5.4093
C -1.0922 0.3885 -4.9659
C -0.1665 0.5023 -3.9371
C 0.0499 1.7461 -3.3719
C -0.6201 2.8785 -3.8048
C -1.5458 2.7537 -4.8299
N 1.0586 1.7791 -2.3305
N 0.9565 2.7453 -1.5728
C 1.9941 2.6559 -0.5463
C 3.3365 2.6454 -0.8794
C 4.2376 2.5497 0.1683
C 3.7613 2.4635 1.4642
C 2.3910 2.4739 1.6745
N 1.5095 2.5836 0.6772
H -2.4963 1.4203 -6.2147
H -1.2758 -0.5783 -5.4135
H 0.3881 -0.3498 -3.5593
H -0.4188 3.8311 -3.3337
H -2.0816 3.6265 -5.1810
H 3.6480 2.6857 -1.9136
H 5.3017 2.5231 -0.0300
H 4.4340 2.3636 2.3045
H 1.9779 2.3518 2.6676
Cl -1.1150 0.1937 3.2735
C 0.4645 -0.5550 3.7457
C 1.4656 -0.5801 2.8136
C 2.6278 -1.1735 3.2319
Cl 3.9949 -1.2702 2.0719
C 2.8347 -1.6901 4.5048
Cl 4.3476 -2.3970 4.9865
C 1.7837 -1.6300 5.4221
Cl 1.9828 -2.2588 7.0214
C 0.5745 -1.0561 5.0386
Cl -0.7391 -0.9742 6.1758
Br -0.9063 -5.7743 -0.6125
C 0.6482 -4.9130 -1.2711
C 1.6678 -5.7105 -1.8010
C 2.7987 -5.1499 -2.3152
Br 4.1471 -6.2792 -3.0385
C 2.9652 -3.7409 -2.3070
C 4.1097 -3.0792 -2.8044
C 4.1948 -1.7220 -2.7309
C 3.1333 -1.0032 -2.1493
N 2.0458 -1.5771 -1.7010
C 1.9341 -2.9343 -1.7683
C 0.6884 -3.5123 -1.2394
O -0.2374 -2.7699 -0.8009
H 1.5463 -6.7854 -1.8040
H 4.9111 -3.6633 -3.2364
H 5.0666 -1.1978 -3.1015
H 3.1820 0.0775 -2.0681

Atoms 1-3, force components in eV/Å:
Cs -0.2 2.1 0.2
O 0.1 0.0 0.0
C 0.0 0.0 -0.1

These are the Mulliken partial charges, in e, on atoms 1 to 2:
1. Cs 1.306
2. O -0.504

---

No. 2
The following is a DFT calculation (ωB97M-V/def2-TZVPD) of an isolated molecule of C5H8N2S in a non-equilibrium geometry.

Values from the calculation:
Maximum force = 4.61 eV/Å
Structure (SMILES) = C[C@]12C=NS[C@H]1CN2
LUMO level = 0.864 eV
Gap between HOMO and LUMO = 9.5 eV
Spin multiplicity = 1
Relative energy (zero: lowest compared OMol25 entry of this formula, charge and spin) = 2.8000 eV

Cartesian coordinates (Å):
C -1.7199 -1.0436 0.9833
C -0.7593 -0.4034 0.0462
C -0.5838 1.6774 -0.4758
C -0.0064 0.7803 0.6439
C 0.2209 -1.3600 -0.7877
H -2.5387 -0.2496 1.0776
H -2.3048 -1.8304 0.5232
H -1.1841 -1.4535 1.9090
H -1.5938 0.2449 -1.7638
H 0.0848 2.0749 -1.2495
H -1.2325 2.5146 0.0167
H -0.3912 0.9393 1.6609
H -0.2897 -2.0244 -1.4414
N -1.5581 0.5912 -0.7660
N 1.4342 -0.9946 -0.7377
S 1.7130 0.2939 0.4583

Atoms 1-3, force components in eV/Å:
C -0.8 -0.1 1.1
C -0.9 -0.3 -0.9
C -2.2 1.5 2.0

These are the Mulliken partial charges, in e, on atoms 1 to 2:
1. C -1.552
2. C 0.561

---

No. 3
The following is a DFT calculation (ωB97M-V/def2-TZVPD) of a 14-piece molecular cluster, C44H112N4O14 overall in a non-equilibrium geometry.

Values from the calculation:
Maximum force = 2.52 eV/Å
LUMO level = -0.295 eV
Gap between HOMO and LUMO = 7.9 eV
Spin multiplicity = 1
Relative energy (zero: lowest compared OMol25 entry of this formula, charge and spin) = 0.7691 eV

Cartesian coordinates (Å):
C -1.6270 -5.3151 1.2812
O -0.7149 -6.0733 2.0710
H -2.5458 -5.8684 1.0759
H -1.8982 -4.4284 1.8525
H -1.2030 -5.0532 0.3163
H -1.1012 -6.9077 2.3420
C -1.8553 -4.2958 -4.1762
O -2.1537 -5.5981 -4.6786
H -2.6563 -4.0268 -3.4788
H -0.9183 -4.0578 -3.6668
H -1.8707 -3.5853 -5.0046
H -1.5436 -6.1888 -4.2224
C 2.8570 -5.8519 0.9866
O 2.3044 -6.4432 2.1577
H 2.9349 -4.7640 1.1081
H 3.8837 -6.2148 0.9435
H 2.3127 -6.0834 0.0698
H 1.3587 -6.2382 2.1509
C 2.1445 2.3284 -3.5439
O 2.5823 2.0276 -4.8651
H 2.8123 3.0885 -3.1230
H 1.1276 2.6980 -3.5978
H 2.2120 1.4664 -2.8749
H 3.4280 1.5763 -4.8332
C 6.3687 0.9297 2.0097
O 5.6939 0.0104 2.8520
H 5.7180 1.2561 1.1879
H 6.6454 1.8653 2.5010
H 7.2572 0.4481 1.6019
H 5.3875 0.4615 3.6409
C -2.5077 1.8081 3.2420
O -3.2679 2.8715 3.7983
H -3.0802 1.1220 2.6144
H -1.7026 2.2118 2.6309
H -2.0685 1.2302 4.0598
H -4.0956 2.5093 4.1252
C 4.8103 -4.7254 -1.8764
O 3.6285 -4.2528 -2.4997
H 4.8197 -5.8131 -1.9003
H 5.6907 -4.3233 -2.3971
H 4.8026 -4.3520 -0.8449
H 3.6693 -3.2848 -2.5133
C -4.4832 -3.0805 0.0997
O -5.4860 -2.5551 0.9955
H -5.0149 -3.7764 -0.5531
H -4.1038 -2.2684 -0.5284
H -3.6732 -3.4663 0.7078
H -6.0326 -1.9554 0.4816
O 5.5384 -2.3651 0.6954
H 5.4656 -1.5862 1.2710
H 5.9759 -2.0455 -0.1014
O 4.1781 -1.5303 -1.8855
H 4.9689 -1.0930 -2.2244
H 4.3307 -1.6380 -0.9246
C -1.8552 -0.6719 -4.9990
C -2.1813 0.7764 -5.3634
C -2.2339 0.8244 -6.9087
C -3.0092 2.0197 -7.4646
C -4.3891 2.0839 -6.8092
C -4.3039 2.2136 -5.2873
N -3.4882 1.1088 -4.8098
O -3.6010 0.8328 -3.4370
C -3.7636 3.5840 -4.8128
C -5.7581 2.1096 -4.7985
C -1.0181 1.6677 -4.9505
H -2.6787 -1.3749 -5.0723
H -1.5423 -0.6553 -3.9479
H -0.9267 -1.0341 -5.4461
H -1.2081 1.0028 -7.2686
H -2.3265 -0.1509 -7.3939
H -3.1397 1.8822 -8.5385
H -2.4685 2.9372 -7.2368
H -4.9694 1.2054 -7.0916
H -4.9052 2.9637 -7.2056
H -2.8297 3.9064 -5.2779
H -4.5102 4.3050 -5.1543
H -3.5826 3.6035 -3.7395
H -6.1607 1.1368 -5.1088
H -5.9212 2.1527 -3.7234
H -6.4379 2.7703 -5.3400
H -0.0625 1.1793 -5.1628
H -0.9706 1.8256 -3.8639
H -0.9157 2.6600 -5.3928
H -3.1586 1.5749 -2.9851
C 1.2376 -0.2741 5.3189
C 1.4408 -1.7311 5.7172
C 1.2585 -2.5834 4.4388
C 1.8796 -3.9640 4.5573
C 3.2919 -3.9147 5.0802
C 3.4679 -3.2188 6.4391
N 2.7824 -1.9348 6.2910
O 2.9405 -1.1028 7.4353
C 2.9626 -4.1000 7.6040
C 4.9705 -2.9221 6.5217
C 0.3230 -2.1504 6.6803
H 1.8877 0.1499 4.5510
H 1.3717 0.4181 6.1610
H 0.2020 -0.0642 5.0438
H 0.1857 -2.7275 4.2911
H 1.6684 -2.0365 3.5888
H 1.8609 -4.3797 3.5468
H 1.2459 -4.6485 5.1284
H 3.9734 -3.5490 4.3115
H 3.5477 -4.9670 5.2585
H 3.7939 -4.5630 8.1394
H 2.5027 -3.4461 8.3469
H 2.2774 -4.8771 7.2728
H 5.2813 -2.6351 7.5313
H 5.5093 -3.8443 6.2953
H 5.2832 -2.1112 5.8676
H -0.6766 -1.8321 6.3686
H 0.4022 -1.6266 7.6399
H 0.3136 -3.2219 6.8756
H 3.2833 -0.2785 7.0748
C -1.8954 7.4153 0.9880
C -1.2168 6.0290 0.9886
C -2.1629 4.8670 1.4066
C -3.2675 4.5688 0.4153
C -2.6328 4.1838 -0.9342
C -1.6170 5.2494 -1.4409
N -0.7545 5.6204 -0.3317
O 0.3660 6.4230 -0.7247
C -0.7175 4.5537 -2.4687
C -2.4114 6.3615 -2.1072
C -0.1056 5.9182 2.0440
H -1.4272 8.0712 0.2495
H -1.6013 7.9046 1.9210
H -2.9663 7.4204 0.8070
H -1.5664 4.0134 1.7293
H -2.6843 5.1485 2.3328
H -3.9522 5.4132 0.3632
H -3.7813 3.6948 0.8240
H -3.4693 4.0608 -1.6312
H -2.1920 3.1825 -0.9258
H 0.0364 5.2360 -2.8782
H -0.0151 3.8707 -1.9824
H -1.2753 4.1231 -3.2961
H -1.7256 7.1332 -2.4770
H -2.8562 6.0030 -3.0414
H -3.2035 6.8410 -1.5354
H -0.5395 6.0279 3.0359
H 0.5614 6.7893 1.9673
H 0.5607 5.0686 1.9096
H 1.0997 5.8359 -0.5149
C 0.3019 1.5636 -0.1900
C 1.1894 0.4190 0.3242
C 0.8583 0.0861 1.7720
C -0.5020 -0.6210 1.9369
C -0.5116 -1.8296 0.9843
C -0.1328 -1.6096 -0.4572
N 1.0669 -0.7834 -0.5003
O 1.5139 -0.5842 -1.8326
C 0.1741 -2.9811 -1.0614
C -1.3412 -0.9440 -1.1668
C 2.6718 0.8415 0.3105
H -0.7686 1.4703 -0.0270
H 0.5107 1.7263 -1.2518
H 0.5798 2.5377 0.2343
H 1.5956 -0.5209 2.2987
H 0.8194 1.0426 2.3054
H -1.2443 0.1163 1.6178
H -0.6854 -0.8498 2.9835
H -1.5073 -2.2588 1.1233
H 0.1943 -2.5285 1.4517
H 0.8834 -3.5372 -0.4499
H -0.7041 -3.6226 -1.1769
H 0.4889 -2.8825 -2.1026
H -2.0755 -0.4738 -0.5108
H -1.1486 -0.1881 -1.9311
H -1.8338 -1.7248 -1.7558
H 2.8664 1.6376 1.0292
H 2.8869 1.2453 -0.6863
H 3.3874 0.0291 0.4334
H 2.4229 -0.9098 -1.7393

Atoms 1-3, force components in eV/Å:
C -0.5 -0.3 0.4
O 0.4 0.0 -0.2
H 0.0 -0.1 0.1

These are the Mulliken partial charges, in e, on atoms 1 to 2:
1. C -0.300
2. O -0.482

---

No. 4
The following is a DFT calculation (ωB97M-V/def2-TZVPD) of a 3-piece molecular cluster, C4H14NO3 overall in a non-equilibrium geometry.

Values from the calculation:
Maximum force = 3.49 eV/Å
LUMO level (alpha / beta) = 0.283 / 0.272 eV
Gap between HOMO and LUMO (alpha / beta) = 4.1 / 7.9 eV
Spin multiplicity = 2
Relative energy (zero: lowest compared OMol25 entry of this formula, charge and spin) = 2.5958 eV

Cartesian coordinates (Å):
O 0.2483 -1.1333 -2.0425
C -0.4118 -0.0561 -2.0739
C -0.7974 0.6736 -0.8202
N 0.0506 0.1351 0.3096
C -0.2988 0.9387 1.5990
C -2.2034 0.1694 -0.3943
H -0.8963 0.4159 -2.9550
H -0.6567 1.8131 -0.8885
H -0.0100 -0.9583 0.2930
H 1.1266 0.2937 0.3730
H -1.1970 1.5893 1.4953
H 0.5578 1.5404 1.8683
H -0.6159 0.3732 2.4339
H -2.1793 -0.9478 -0.5036
H -3.0104 0.5712 -0.9936
H -2.5470 0.3327 0.6729
H 4.0224 0.8538 1.1436
H 3.4898 0.5420 -0.2474
O 3.2089 0.6109 0.6900
H 0.7114 -2.4737 -0.8364
H 0.9475 -2.9204 0.7420
O 0.4606 -2.3634 0.1347

Atoms 1-3, force components in eV/Å:
O 0.7 -1.6 -0.2
C -0.5 2.7 -0.6
C 0.1 0.0 0.2

These are the Mulliken partial charges, in e, on atoms 1 to 2:
1. O -0.720
2. C -0.594